Record 1
Formula: C45H61BCdN13O5S3Se
Source: the OMol25 dataset
Level of theory: wB97M-V/def2-TZVPD

Atoms and positions in Å:
Cd1 1.327 -1.082 1.119
C1 2.422 -0.318 -3.316
C2 1.047 0.154 -2.994
C3 -0.010 -0.036 -3.831
C4 -1.285 0.486 -3.480
N1 -1.475 1.054 -2.329
N2 -0.465 1.211 -1.467
B1 -0.889 1.922 -0.197
N3 0.064 2.717 0.610
N4 -0.746 3.417 -0.190
C5 -0.786 4.711 -0.278
C6 0.076 5.403 0.616
C7 0.909 4.733 1.471
C8 1.822 5.447 2.398
C9 0.939 3.283 1.478
S1 1.969 2.418 2.429
C10 -1.710 5.391 -1.252
C11 -0.911 6.385 -2.105
C12 -2.360 4.354 -2.167
C13 -2.782 6.126 -0.437
N5 -2.130 1.326 0.443
N6 -3.316 1.673 -0.061
C14 -4.384 1.006 0.266
C15 -4.291 -0.179 1.049
C16 -3.109 -0.484 1.658
C17 -2.885 -1.656 2.542
C18 -2.001 0.387 1.415
S2 -0.625 0.340 2.369
C19 -5.734 1.545 -0.154
C20 -5.575 2.793 -1.021
C21 -6.496 1.930 1.125
C22 -6.534 0.491 -0.925
C23 0.815 0.841 -1.754
S3 2.069 1.231 -0.720
C24 -2.428 0.515 -4.470
C25 -3.718 0.924 -3.764
C26 -2.622 -0.839 -5.153
C27 -2.074 1.572 -5.528
H1 2.414 -0.950 -4.201
H2 2.817 -0.879 -2.469
H3 3.085 0.531 -3.484
H4 0.130 -0.568 -4.759
H5 0.056 6.481 0.623
H6 1.665 6.521 2.365
H7 2.854 5.222 2.126
H8 1.683 5.081 3.415
H9 -0.076 5.883 -2.587
H10 -0.524 7.210 -1.514
H11 -1.559 6.794 -2.875
H12 -1.603 3.860 -2.772
H13 -3.063 4.850 -2.831
H14 -2.888 3.597 -1.595
H15 -2.337 6.902 0.181
H16 -3.311 5.428 0.209
H17 -3.501 6.591 -1.106
H18 -5.156 -0.811 1.168
H19 -3.702 -2.369 2.473
H20 -2.780 -1.331 3.578
H21 -1.945 -2.137 2.262
H22 -5.002 3.547 -0.489
H23 -6.552 3.204 -1.264
H24 -5.059 2.548 -1.943
H25 -5.988 2.744 1.638
H26 -6.578 1.091 1.812
H27 -7.500 2.262 0.869
H28 -5.972 0.123 -1.780
H29 -7.454 0.942 -1.287
H30 -6.798 -0.355 -0.297
H31 -3.945 0.224 -2.965
H32 -4.544 0.941 -4.471
H33 -3.597 1.911 -3.329
H34 -2.836 -1.610 -4.420
H35 -1.744 -1.131 -5.722
H36 -3.461 -0.774 -5.842
H37 -1.925 2.545 -5.065
H38 -2.882 1.657 -6.251
H39 -1.166 1.300 -6.060
N7 2.052 -0.793 3.454
C28 2.645 -2.033 3.928
C29 2.425 -2.203 5.446
C30 3.019 -3.458 6.094
C31 4.516 -3.641 5.835
N8 4.696 -4.257 4.539
C32 5.804 -4.725 4.037
N9 5.737 -5.448 2.907
N10 7.014 -4.528 4.599
C33 2.023 -3.186 3.070
O1 2.642 -4.286 3.051
O2 0.990 -2.940 2.447
H40 2.581 0.032 3.725
H41 1.119 -0.697 3.850
H42 3.721 -2.001 3.720
H43 1.349 -2.201 5.634
H44 2.847 -1.323 5.947
H45 2.496 -4.349 5.744
H46 2.860 -3.383 7.172
H47 4.944 -4.289 6.608
H48 5.017 -2.667 5.879
H49 3.778 -4.329 3.928
H50 4.830 -5.532 2.468
H51 6.542 -5.566 2.314
H52 7.076 -4.138 5.522
H53 7.809 -5.040 4.255
O3 -2.295 -2.513 -2.015
C34 -1.303 -3.154 -2.656
C35 -1.600 -3.965 -3.753
C36 -0.594 -4.639 -4.413
C37 0.729 -4.520 -4.007
C38 1.036 -3.708 -2.937
C39 0.034 -3.021 -2.254
C40 0.403 -2.168 -1.097
O4 -0.493 -1.635 -0.380
O5 1.615 -1.960 -0.875
H54 -1.875 -2.070 -1.234
H55 -2.630 -4.070 -4.055
H56 -0.841 -5.279 -5.246
H57 1.506 -5.063 -4.523
H58 2.056 -3.591 -2.594
Se1 3.986 -4.578 0.177
N11 5.613 -3.878 0.316
C41 5.485 -2.598 0.649
C42 6.499 -1.645 0.876
C43 6.106 -0.384 1.246
C44 4.737 -0.064 1.386
N12 3.769 -0.915 1.167
C45 4.120 -2.160 0.814
N13 3.220 -3.108 0.620
H59 7.537 -1.914 0.749
H60 6.840 0.385 1.424
H61 4.436 0.928 1.699

HOMO-LUMO gap	6.14	eV
net charge	+1
relative energy (zero: lowest compared OMol25 entry of this formula, charge and spin)	0.636	eV
E_HOMO	-0.349	hartree
multiplicity	1
LUMO level	-3.368	eV

Record 2
Formula: C24H32BF16N2O5P
Source: the OMol25 dataset
Level of theory: wB97M-V/def2-TZVPD

Atoms and positions in Å:
C1 -6.458 -1.046 -0.065
C2 -5.081 -1.602 -0.438
C3 -3.944 -0.722 0.080
N1 -2.701 -1.510 0.230
C4 -1.500 -1.112 -0.291
C5 -0.624 -1.930 -0.939
P1 -0.834 -3.715 -1.300
C6 -2.433 -3.866 -2.204
C7 -1.211 -4.431 0.376
C8 0.089 -4.963 0.996
C9 0.661 -1.372 -1.419
O1 1.343 -1.932 -2.259
C10 1.124 -0.076 -0.848
C11 0.311 0.729 -0.167
B1 0.810 2.084 0.491
O2 1.498 2.968 -0.320
N2 0.524 2.323 1.869
C12 0.759 1.166 2.756
C13 1.040 3.573 2.431
C14 -1.118 0.335 -0.023
O3 -1.952 1.151 0.300
H1 -7.209 -1.834 -0.016
H2 -6.788 -0.293 -0.781
H3 -6.434 -0.566 0.917
H4 -4.973 -2.629 -0.075
H5 -5.018 -1.625 -1.530
H6 -4.222 -0.296 1.046
H7 -3.782 0.121 -0.588
H8 -2.880 -2.472 -0.016
H9 -2.584 -4.939 -2.350
H10 -2.325 -3.414 -3.190
H11 -3.329 -3.480 -1.717
H12 -1.616 -3.666 1.041
H13 -1.957 -5.223 0.271
H14 0.912 -4.261 0.830
H15 -0.017 -5.087 2.075
H16 0.377 -5.921 0.561
H17 2.159 0.190 -1.036
H18 2.295 3.320 0.090
H19 1.473 0.450 2.344
H20 -0.172 0.625 2.953
H21 1.156 1.515 3.709
H22 1.124 4.326 1.652
H23 2.016 3.445 2.913
H24 0.348 3.963 3.181
F1 -0.707 9.191 3.713
C15 -1.079 7.918 3.473
F2 -0.787 7.176 4.564
C16 -0.315 7.343 2.277
F3 0.997 7.245 2.570
F4 -0.807 6.072 2.138
C17 -0.513 8.005 0.910
O4 0.481 8.919 0.508
C18 0.403 10.245 0.804
F5 -0.763 10.575 1.384
F6 0.480 10.934 -0.364
C19 1.602 10.708 1.647
F7 1.682 9.987 2.782
F8 1.426 12.007 1.972
H25 -2.156 7.877 3.294
H26 -0.430 7.184 0.198
H27 -1.518 8.416 0.815
H28 2.523 10.593 1.073
F9 2.650 -8.324 -3.221
C20 2.118 -7.445 -4.096
F10 2.290 -7.936 -5.344
C21 2.815 -6.085 -3.999
F11 4.099 -6.196 -4.395
F12 2.161 -5.304 -4.914
C22 2.717 -5.334 -2.671
O5 3.826 -5.433 -1.796
C23 3.928 -6.416 -0.868
F13 2.816 -7.169 -0.779
F14 4.103 -5.823 0.345
C24 5.176 -7.285 -1.088
F15 5.159 -7.834 -2.318
F16 5.179 -8.282 -0.174
H29 1.048 -7.338 -3.902
H30 2.690 -4.280 -2.947
H31 1.775 -5.537 -2.161
H32 6.074 -6.677 -0.969

HOMO-LUMO gap	7.54	eV
net charge	0
E_HOMO	-0.317	hartree
multiplicity	1
LUMO level	-1.076	eV

Record 3
Formula: C4H6N2O
Source: the OMol25 dataset
Level of theory: wB97M-V/def2-TZVPD

Atoms and positions in Å:
C1 2.099 0.930 -0.234
C2 0.696 0.488 0.058
C3 -0.372 1.292 -0.100
N1 -1.533 0.573 -0.242
C4 -1.139 -0.659 -0.164
N2 -2.034 -1.683 -0.347
O1 0.189 -0.837 0.014
H1 2.274 0.889 -1.318
H2 2.090 1.986 0.063
H3 2.952 0.470 0.271
H4 -0.381 2.370 -0.182
H5 -1.934 -2.593 0.070
H6 -2.971 -1.299 -0.336

HOMO-LUMO gap	8.97	eV
net charge	0
relative energy (zero: lowest compared OMol25 entry of this formula, charge and spin)	0.968	eV
E_HOMO	-0.296	hartree
multiplicity	1
LUMO level	0.930	eV

Record 4
Formula: C2HClN2OS
Source: the OMol25 dataset
Level of theory: wB97M-V/def2-TZVPD

Atoms and positions in Å:
C1 -0.889 0.317 1.014
C2 -0.822 -0.924 1.417
N1 2.320 1.020 -1.823
N2 1.264 0.721 -2.057
O1 -1.061 1.281 0.376
S1 -0.220 0.451 -2.286
Cl1 0.742 -1.682 1.153
H1 -1.334 -1.185 2.206

⟨S²⟩	2.01
HOMO-LUMO gap (alpha / beta)	7.16 / 7.10	eV
net charge	0
relative energy (zero: lowest compared OMol25 entry of this formula, charge and spin)	1.083	eV
E_HOMO (alpha / beta)	-0.243 / -0.358	hartree
multiplicity	3
LUMO level (alpha / beta)	0.548 / -2.636	eV

The max |F| results, record by record, are as follows: 0.034 0.034 0.012 0.103 Eh/bohr.